1.
{
  "formula": "C7H36O12",
  "method": "the ωB97M-V functional and the def2-TZVPD basis",
  "species": ["C", "C", "C", "C", "C", "C", "C", "H", "H", "H", "H", "H", "H", "H", "H", "H", "H", "H", "H", "H", "H", "O", "H", "H", "O", "H", "H", "O", "H", "H", "O", "H", "H", "O", "H", "H", "O", "H", "H", "O", "H", "H", "O", "H", "H", "O", "H", "H", "O", "H", "H", "O", "H", "H", "O"],
  "xyz": [[4.055514, -1.291758, -1.288760], [2.973499, -1.971974, -2.146363], [1.907196, -0.924599, -2.456113], [0.858186, -0.654631, -1.676042], [0.537623, -1.424900, -0.460772], [-0.630650, -1.277839, 0.172331], [2.115155, -0.162370, -3.717250], [3.832971, -0.428645, -0.669886], [4.940069, -0.976497, -1.851942], [4.515134, -1.948861, -0.526028], [3.433621, -2.111314, -3.103147], [2.626374, -2.808791, -1.612197], [0.099846, 0.109556, -1.830955], [1.261430, -2.125956, -0.070069], [-0.899701, -1.980110, 0.950274], [-1.371380, -0.636410, -0.258264], [1.744894, -0.630659, -4.632368], [3.159702, 0.003269, -4.001578], [1.650312, 0.816888, -3.727589], [-3.707111, 1.027667, 0.130317], [-4.083678, -0.393971, 0.281700], [-4.169873, 0.330246, -0.370639], [1.292529, 2.798187, 2.195242], [1.692505, 2.143051, 3.560893], [1.166082, 2.848268, 3.157358], [1.870952, -0.329943, 3.650625], [0.459656, -0.694179, 3.922612], [1.095865, 0.015898, 4.114593], [0.926860, 0.916414, 0.413533], [0.973567, 2.027656, -0.672551], [1.277401, 1.803304, 0.257175], [-1.818389, -1.315042, 3.218988], [-1.255194, -1.347413, 4.628251], [-1.408576, -1.922250, 3.875380], [-1.931922, -0.067488, -2.586692], [-3.002051, 0.656829, -1.754960], [-2.254002, 0.832843, -2.353770], [-1.609470, 1.965867, -0.596609], [-1.849844, 2.397927, 0.814785], [-2.328976, 2.072926, 0.039683], [0.339594, -2.469431, 3.193096], [0.299804, -3.892687, 2.562435], [0.874864, -3.132494, 2.706679], [-1.834684, 3.532748, 2.625579], [-0.495207, 2.702692, 2.718312], [-1.474797, 2.646241, 2.533614], [-2.079410, -2.001866, -3.595720], [-1.268914, -1.202656, -4.603106], [-1.363569, -1.356924, -3.657314], [-2.447600, 1.160048, 2.713213], [-3.477391, 0.420026, 3.470632], [-2.921125, 0.292894, 2.682671], [-1.104251, 1.939917, -2.336443], [-0.744645, 3.466343, -2.116041], [-0.448800, 2.553941, -1.916778]],
  "forces_ev_per_a": [[1.912, -0.259, 1.041], [0.149, 3.123, 0.228], [-0.457, -0.044, 0.005], [-0.064, -0.761, 1.060], [0.021, 0.359, -0.137], [0.435, -0.860, -0.397], [0.400, 0.644, -1.072], [-0.939, 0.263, -0.273], [-0.261, 0.006, -0.341], [-0.385, -0.304, -0.449], [0.187, -1.226, -0.409], [-0.556, -1.260, 0.025], [0.489, 0.044, -0.660], [0.072, -0.141, 0.042], [-0.026, 0.327, 0.267], [-0.470, 0.442, 0.135], [-0.349, -0.574, 0.192], [0.180, -0.018, 0.539], [-0.192, 0.212, 0.333], [0.223, 0.342, -0.421], [-0.235, 0.234, -0.672], [-0.232, -0.918, 0.904], [0.495, -0.281, -0.018], [-0.431, 0.015, -0.256], [-0.053, 0.323, -0.255], [0.121, 0.149, 0.143], [-0.028, 0.543, 0.117], [0.088, -0.683, -0.350], [0.020, -0.002, -0.062], [0.266, -0.251, 1.426], [-0.339, 0.424, -0.978], [-0.024, -0.140, 0.297], [-0.238, 0.009, 0.393], [0.121, 0.493, -0.510], [-0.111, 0.724, -0.322], [-0.158, 0.202, 0.248], [-0.159, -1.176, -0.454], [-0.164, 0.067, -0.228], [-0.209, -0.053, 0.331], [0.355, 0.495, 0.410], [-0.078, -1.063, -0.477], [-0.054, 0.264, 0.193], [0.167, 0.453, 0.131], [0.081, 0.075, 0.142], [-0.652, -0.096, 0.374], [0.547, 0.171, 0.135], [0.098, -0.028, 0.028], [0.048, 0.148, 0.016], [-0.172, -0.541, -0.182], [0.201, -0.476, -0.563], [-0.087, -0.507, -0.373], [-0.075, 0.728, 0.920], [0.002, 0.262, 0.149], [0.257, -0.863, 0.178], [0.264, 0.985, -0.543]],
  "spin_multiplicity": 1
}

---

2.
{
  "formula": "C3H9NOS",
  "method": "the ωB97M-V functional and the def2-TZVPD basis",
  "species": ["N", "C", "O", "H", "H", "H", "C", "C", "S", "H", "H", "H", "H", "H", "H"],
  "xyz": [[2.660009, -0.407165, -1.857102], [2.888525, 0.026799, -0.570889], [3.171089, -0.790810, 0.328902], [2.380721, 0.391096, -2.494944], [2.046486, -1.282807, -1.981066], [2.767131, 1.114920, -0.457936], [-2.092563, -0.769206, 1.171449], [-1.973965, 0.664105, 0.749511], [-1.098165, 1.115178, -0.793591], [-2.013405, -1.446770, 0.347830], [-1.394992, -1.113935, 1.961455], [-2.998407, -0.975142, 1.763383], [-1.553674, 1.379834, 1.623462], [-2.962950, 1.108925, 0.515199], [0.174160, 0.984976, -0.305664]],
  "forces_ev_per_a": [[-2.055, 0.518, -1.393], [0.427, -3.238, 1.480], [-0.837, 2.573, -1.724], [0.280, -1.630, 0.941], [1.702, 1.820, 0.377], [0.473, -0.027, 0.312], [0.172, -0.787, 1.805], [0.143, 2.997, 1.610], [0.851, -0.505, 0.680], [-0.146, -0.440, -0.505], [0.521, 0.534, -0.818], [-0.347, 0.345, -0.785], [-0.913, -1.754, -1.961], [0.356, -0.434, 0.297], [-0.626, 0.028, -0.317]],
  "spin_multiplicity": 1,
  "smiles": "NC=O.CCS"
}

---

3.
{
  "formula": "C2H4OS",
  "method": "the ωB97M-V functional and the def2-TZVPD basis",
  "species": ["O", "C", "C", "S", "H", "H", "H", "H"],
  "xyz": [[1.040018, 1.454676, 1.317593], [-0.016717, 1.040275, 0.745833], [-0.239976, -0.426344, 0.569504], [-0.222418, -0.916662, -1.223611], [-0.931186, 1.678916, 0.315738], [-1.228833, -0.584929, 0.976986], [0.469036, -1.026207, 1.246496], [-1.530319, -0.722189, -1.394201]],
  "forces_ev_per_a": [[-4.521, -0.839, -2.357], [2.993, 1.618, 1.334], [0.606, -0.790, 0.838], [0.169, 0.182, 0.979], [2.089, -0.596, 0.923], [-0.445, -0.429, -0.121], [-0.761, 0.870, -1.484], [-0.130, -0.017, -0.113]],
  "spin_multiplicity": 1,
  "smiles": "O=CCS"
}

---

4.
{
  "formula": "C4H5N3",
  "method": "the ωB97M-V functional and the def2-TZVPD basis",
  "species": ["C", "C", "N", "N", "C", "N", "C", "H", "H", "H", "H", "H"],
  "xyz": [[1.348538, 0.040931, -0.233991], [0.628064, 1.135069, -0.020398], [-0.626228, 1.072924, 0.644542], [-1.681420, 0.501604, -0.334294], [-1.547132, -0.758343, -0.199426], [-0.487584, -1.320142, 0.579844], [0.714282, -1.087701, 0.167975], [2.456456, -0.220711, -0.640732], [1.304311, 1.935895, -0.033742], [-1.159786, 2.103445, 0.601616], [-2.439726, -1.283949, -0.639149], [1.490224, -2.119021, 0.107758]],
  "forces_ev_per_a": [[2.567, -1.579, -2.428], [-0.110, 0.811, 1.436], [-2.119, 4.596, -2.892], [1.275, -0.604, 1.200], [-0.238, 1.122, 0.999], [-1.587, -1.439, -1.919], [1.138, -6.524, 0.506], [-2.784, 1.837, 0.982], [-0.352, 2.455, -0.056], [2.632, -2.959, 0.760], [1.547, -0.423, 0.414], [-1.968, 2.708, 0.997]],
  "spin_multiplicity": 1,
  "smiles": "C1=CNN=CN=C1"
}

---

5.
{
  "formula": "C3H20NO11",
  "method": "the ωB97M-V functional and the def2-TZVPD basis",
  "species": ["O", "C", "C", "N", "C", "O", "O", "H", "H", "H", "H", "H", "H", "O", "H", "H", "O", "H", "H", "O", "H", "H", "O", "H", "H", "O", "H", "H", "O", "H", "H", "O", "H", "H", "O"],
  "xyz": [[-3.716218, -0.990709, -0.949971], [-3.379558, -0.144119, -0.141792], [-2.277976, -0.182871, 0.909314], [-1.467519, 0.958535, 0.669408], [-0.377459, 0.977087, -0.353084], [-0.067485, 2.068592, -0.662999], [-0.101976, -0.203235, -0.840566], [-4.055569, 0.749623, -0.223582], [-2.703653, -0.288636, 1.970768], [-1.478291, -1.116685, 0.783296], [-1.803188, 1.919673, 0.894845], [2.860221, -2.777577, 1.698639], [2.309083, -1.435726, 2.173164], [2.462418, -2.386033, 2.558567], [-0.316050, 1.435372, -3.259649], [0.140972, 0.052207, -2.527982], [0.343508, 0.686111, -3.317271], [0.542232, -1.975497, 3.475475], [-0.988363, -2.282102, 2.883221], [-0.218328, -1.762997, 2.919138], [1.481576, 0.045117, 0.471046], [0.792682, 0.216097, 1.867953], [1.636067, 0.492577, 1.417492], [2.231543, 1.166803, -2.803348], [1.860993, 2.409157, -2.004344], [2.625984, 1.988494, -2.332757], [-0.075401, 3.916145, 0.284599], [1.553230, 4.084783, 0.125476], [0.630433, 4.509133, -0.110962], [1.492167, -1.279672, -1.217256], [2.969394, -0.972306, -0.872520], [2.125528, -1.290609, -0.633636], [-2.090585, -3.302500, -1.400688], [-1.359618, -2.213601, -0.914358], [-1.580810, -3.070625, -0.535639]],
  "forces_ev_per_a": [[0.925, 0.012, 0.499], [-1.675, -0.967, -0.617], [1.604, -2.559, 0.212], [1.145, 1.534, 0.173], [-3.894, -4.669, 0.896], [1.824, 3.085, -1.366], [-0.649, 1.697, 0.694], [0.915, 0.366, 0.722], [0.482, 0.460, -1.410], [-2.606, 2.248, 0.159], [0.374, -1.428, -0.336], [-1.115, 0.609, 2.197], [0.115, -1.864, 1.037], [1.121, 1.536, -3.281], [1.214, -1.425, 0.269], [0.100, 1.847, -1.008], [-1.312, -0.406, 0.467], [-0.750, -0.989, -0.241], [-0.746, -1.525, 0.587], [1.314, 2.550, -0.434], [0.763, 1.030, 2.624], [1.008, 0.460, -0.482], [-1.448, -1.843, -1.508], [0.573, 2.237, 1.119], [-1.660, 0.646, 0.798], [1.139, -2.708, -1.770], [1.790, 0.550, -0.949], [-3.177, 0.909, -0.616], [1.672, -0.991, 1.499], [-5.010, 0.639, -5.217], [0.904, 0.657, -1.091], [4.893, -1.611, 6.337], [0.811, -0.298, 2.485], [0.762, 0.949, 0.821], [-1.405, -0.739, -3.270]],
  "spin_multiplicity": 1,
  "charge": -1
}

---

Relative energy (zero: lowest compared OMol25 entry of this formula, charge and spin): 32.8; 26.3; 24.2; 133.1; 118.1 (kcal/mol)
Gap between HOMO and LUMO: 8.481; 9.928; 10.067; 8.777; 8.926 (eV)
Energy: -32413.3334; -17629.0631; -15020.4148; -8694.0426; -27448.7488 (eV)